Density functional theory data (the ωB97M-V functional and the def2-TZVPD basis) for C40H55AuN5O8PS2 as an isolated structure in a non-equilibrium geometry.

Geometry as XYZ:
```
112
Properties=species:S:1:pos:R:3
Au -1.187 -0.352 -0.787
C 3.944 3.848 -1.129
C 3.147 2.808 -1.910
C 3.764 2.509 -3.254
O 1.814 3.246 -2.095
C 1.014 2.778 -1.007
C 1.976 1.807 -0.254
O 3.035 1.603 -1.175
C 1.580 0.438 0.356
O 0.899 -0.403 -0.469
C 0.814 0.609 1.686
C 0.299 1.767 2.158
C -0.419 1.943 3.381
C -0.567 1.059 4.427
C -0.118 -0.273 4.512
C 0.637 -0.694 2.381
C 2.923 -0.251 0.721
C 3.934 0.390 1.436
C 5.108 -0.274 1.763
C 5.289 -1.597 1.378
C 4.296 -2.234 0.648
C 3.122 -1.566 0.313
C -0.417 2.397 -1.504
O -1.063 1.737 -0.470
C -1.106 3.760 -1.733
C -2.104 4.173 -0.860
C -2.719 5.410 -1.021
C -2.341 6.249 -2.057
C -1.344 5.841 -2.935
C -0.733 4.607 -2.777
C -0.457 1.597 -2.814
C -1.602 1.675 -3.610
C -1.691 0.976 -4.807
C -0.648 0.152 -5.213
C 0.476 0.037 -4.410
C 0.576 0.761 -3.229
H 4.054 4.752 -1.728
H 4.933 3.455 -0.889
H 3.437 4.119 -0.202
H 3.796 3.419 -3.853
H 3.170 1.762 -3.776
H 4.780 2.135 -3.121
H 0.836 3.618 -0.323
H 2.369 2.394 0.588
H 0.401 2.658 1.558
H -0.890 2.911 3.505
H -1.207 1.362 5.246
H -0.217 -0.739 5.489
H 1.196 -1.454 1.850
H 3.818 1.427 1.731
H 5.887 0.246 2.309
H 6.204 -2.118 1.630
H 4.436 -3.257 0.317
H 2.351 -2.047 -0.280
H -2.400 3.496 -0.069
H -3.504 5.713 -0.338
H -2.820 7.212 -2.185
H -1.045 6.486 -3.753
H 0.036 4.292 -3.469
H -2.427 2.302 -3.296
H -2.573 1.087 -5.428
H -0.717 -0.407 -6.138
H 1.279 -0.631 -4.694
H 1.447 0.629 -2.605
C -3.445 -2.357 -4.475
N -3.375 -1.406 -3.382
C -3.854 -1.569 -2.159
N -4.597 -2.655 -1.877
S -3.642 -0.366 -0.952
H -3.515 -1.802 -5.409
H -4.345 -2.967 -4.396
H -2.552 -2.982 -4.502
H -2.712 -0.644 -3.478
H -4.570 -3.473 -2.460
H -4.858 -2.768 -0.914
C -0.834 -4.986 -2.057
S -0.253 -3.319 -2.265
O -0.402 -3.015 -3.675
O 1.096 -3.296 -1.746
O -1.217 -2.546 -1.425
H -0.145 -5.647 -2.578
H -1.831 -5.068 -2.488
H -0.859 -5.221 -0.994
C 0.009 -3.381 1.378
N -1.133 -2.770 2.068
C -2.393 -3.291 1.506
P -1.271 -1.209 2.668
O -2.020 -0.180 1.918
N -2.336 -1.652 3.922
C -3.229 -0.638 4.441
C -2.097 -2.744 4.837
N 1.135 -0.649 3.851
C 1.522 -2.031 4.249
C 2.276 0.250 4.188
H 0.185 -2.963 0.382
H -0.210 -4.445 1.274
H 0.931 -3.320 1.952
H -2.342 -3.253 0.414
H -3.238 -2.689 1.828
H -2.545 -4.325 1.832
H -3.206 0.237 3.796
H -2.969 -0.360 5.473
H -4.255 -1.017 4.451
H -1.282 -3.371 4.485
H -2.985 -3.379 4.910
H -1.870 -2.385 5.851
H 0.678 -2.697 4.091
H 1.800 -2.024 5.300
H 2.368 -2.335 3.634
H 2.007 1.278 3.986
H 3.127 -0.043 3.581
H 2.491 0.116 5.246
```

As for the spin multiplicity: 3. The net charge is 0. The calculation puts the HOMO energy (spin up / spin down) at -6.5 / -7.6 eV. The calculation puts the largest force on an atom at 2.77 eV/A. As for the molar mass: 1025.982 g/mol. As for the HOMO-LUMO gap (spin up / spin down): 6.033 / 5.801 eV.